Molecular formula: C32H40LaN8O
Method: DFT, the ωB97M-V functional and the def2-TZVPD basis

```
82
Properties=species:S:1:pos:R:3:forces:R:3
La -0.33751 -1.89423 -1.36933 -2.4 1.8 8.8
C 5.72564 1.03419 1.16172 0.0 0.0 0.0
C 5.34204 0.37941 2.51237 -0.2 0.1 -0.2
C 4.21720 1.14087 3.22983 0.0 0.0 0.0
C 5.06755 -1.08243 2.34866 -0.1 0.0 0.1
C 6.01572 -1.99335 2.75279 0.1 -0.2 0.0
C 5.74940 -3.35427 2.70098 -0.1 0.0 0.0
C 4.50023 -3.88564 2.25443 0.3 -0.1 0.1
C 3.52436 -3.08451 1.77673 0.1 0.2 -0.2
C 2.16000 -3.70740 1.51077 -0.1 0.2 -0.1
C 2.02262 -4.36578 0.12878 0.0 -0.1 0.2
C 0.95400 -2.81829 1.85043 0.2 -0.3 0.3
C 3.85402 -1.63534 1.66924 -0.3 -0.4 0.3
N 3.22826 -0.77060 0.96987 0.3 0.9 -0.5
C 2.47849 -0.86495 -0.16065 -0.2 -0.4 0.2
C 1.71394 0.16382 -0.59363 0.4 0.4 0.0
C 1.69331 1.55878 -0.14416 0.0 -0.3 0.3
C 1.11954 2.24985 -1.13063 0.0 0.1 -0.2
C 0.71525 1.29417 -2.18138 0.4 -0.1 0.3
N 1.01032 0.03890 -1.81439 0.2 1.7 -0.2
C 0.22554 1.71407 -3.52049 -0.3 0.2 0.1
C -0.73544 0.70464 -4.13936 0.0 0.0 0.0
C -0.45521 3.09536 -3.44273 0.1 -0.1 0.0
C 1.50715 1.81543 -4.39106 0.1 0.0 0.1
H 6.09851 2.03771 1.36571 0.0 0.0 0.0
H 4.86500 1.11124 0.49738 0.0 0.0 0.0
H 6.51784 0.48099 0.65488 0.0 0.0 0.0
H 6.22979 0.43389 3.14280 0.0 0.0 0.0
H 3.26535 1.06127 2.70540 0.1 0.0 0.0
H 4.49358 2.19363 3.28758 0.0 0.0 0.0
H 4.08361 0.77956 4.25027 0.0 0.0 0.0
H 6.95197 -1.64286 3.16722 0.0 0.0 0.0
H 6.48817 -4.04635 3.09408 0.0 0.0 -0.1
H 4.32741 -4.95255 2.34669 0.1 0.1 0.1
H 2.12267 -4.53548 2.21627 0.0 -0.1 0.1
H 1.82517 -3.64357 -0.66709 0.1 0.2 -0.2
H 1.20471 -5.08951 0.14697 0.0 0.0 0.0
H 2.92295 -4.90385 -0.16679 0.0 0.0 0.0
H 0.61173 -2.26419 0.98246 0.0 0.2 0.0
H 1.16456 -2.08784 2.63141 0.0 0.0 0.0
H 0.12661 -3.43746 2.19646 0.0 0.0 0.0
H 2.62586 -1.69316 -0.85426 0.0 -0.3 0.2
H 2.14091 1.93955 0.76356 0.0 -0.1 -0.1
H 1.00796 3.32207 -1.18634 0.0 -0.1 0.0
H -1.64339 0.58202 -3.54163 0.0 0.0 0.0
H -0.25910 -0.25791 -4.30538 0.1 -0.2 0.0
H -1.03433 1.04256 -5.13078 -0.1 0.1 0.0
H -1.29661 3.09938 -2.74485 0.0 0.0 -0.1
H -0.83625 3.35313 -4.42990 0.0 0.0 0.0
H 0.24218 3.88369 -3.15719 0.0 0.0 0.0
H 1.99082 0.84369 -4.50575 0.0 0.0 0.0
H 2.22758 2.52030 -3.96848 -0.1 0.0 0.0
H 1.21495 2.18448 -5.37514 0.0 0.0 0.0
C -3.93517 -0.94563 -2.10392 0.0 0.1 0.1
C -3.63735 -1.14277 -0.65623 -0.1 -0.1 -0.1
N -2.48074 -1.58572 -0.15811 -0.7 0.0 0.3
C -2.65969 -1.66955 1.22454 0.0 0.1 -0.1
C -3.91164 -1.26802 1.53297 -0.1 0.1 0.0
N -4.51583 -0.93434 0.33646 -0.2 0.1 0.1
C -5.85751 -0.32439 0.17823 0.2 0.1 0.0
N -5.77559 1.06995 -0.08562 -0.1 -0.3 -0.3
N -5.74695 1.50703 -1.39049 0.1 0.4 0.4
N -5.63917 2.77828 -1.39603 -0.1 -0.4 0.4
C -5.60621 3.22049 -0.07625 0.0 0.3 -0.3
C -5.51994 4.51820 0.43436 0.0 0.1 -0.1
C -5.49023 4.65308 1.80139 0.0 0.1 0.0
C -5.54486 3.53045 2.65470 0.0 0.0 0.0
C -5.63831 2.24666 2.16498 0.0 0.0 0.1
C -5.68257 2.12648 0.77439 0.1 -0.1 -0.1
H -3.18691 -1.44131 -2.71995 0.1 -0.1 -0.1
H -3.98933 0.11041 -2.36640 0.0 0.0 0.0
H -4.90272 -1.37169 -2.36671 0.0 0.0 0.0
H -1.89414 -2.01745 1.89911 0.0 0.0 -0.1
H -4.42678 -1.20845 2.47863 0.0 0.0 -0.1
H -6.41704 -0.49983 1.09078 0.0 -0.1 0.1
H -6.36823 -0.80247 -0.65118 0.0 -0.1 -0.1
H -5.50901 5.37558 -0.22662 0.0 0.0 0.0
H -5.43792 5.64171 2.23880 0.0 0.0 0.0
H -5.52285 3.68582 3.72641 0.0 0.0 -0.1
H -5.68389 1.39331 2.83260 -0.1 0.1 -0.1
O 0.54883 -2.54537 -3.06048 1.8 -2.2 -6.1
N -0.54490 -2.14758 -3.50476 0.5 -1.0 -3.3
```
Forces are in eV/Å.

Calculated values
charge = +3
LUMO = -0.4247 Eh
HOMO energy = -14.8 eV

Atom charges from the Löwdin analysis, given in e for atoms 1 to 8: La 2.0439; C -0.0197; C -0.3445; C -0.0301; C -0.0258; C 0.0336; C 0.1050; C 0.0298

=====

Molecular formula: C5H10O2
Method: DFT, the ωB97M-V functional and the def2-TZVPD basis

```
17
Properties=species:S:1:pos:R:3:forces:R:3
C 1.61043 -1.02602 -0.37169 0.2 -0.3 0.0
C 1.34014 -0.39578 0.99288 0.2 -0.3 -0.1
O 0.39306 0.66565 0.93238 0.0 0.0 -0.3
C -0.80262 0.25219 0.31987 -0.3 -0.1 -0.2
C -1.77936 1.41031 0.25119 -0.1 0.1 0.1
C -0.60605 -0.12117 -1.14401 -0.7 -0.1 -0.4
O -1.16046 -1.04591 -1.69312 -0.3 0.7 0.0
H 2.15365 -1.95942 -0.28414 0.6 0.0 0.3
H 0.70447 -1.37897 -0.87204 0.8 0.0 0.4
H 2.14454 -0.33575 -1.03447 -0.1 -0.2 0.1
H 0.98979 -1.16689 1.69610 0.0 0.1 -0.1
H 2.25475 0.04478 1.40345 -0.2 -0.1 -0.1
H -1.23485 -0.61543 0.84117 0.0 0.1 -0.1
H -2.65351 1.08622 -0.32186 0.0 0.1 0.2
H -2.09246 1.73768 1.24220 0.1 0.0 0.0
H -1.30962 2.24926 -0.27297 -0.1 -0.1 0.1
H 0.04810 0.59925 -1.68493 -0.2 -0.1 -0.1
```
Forces are in eV/Å.

Calculated values
LUMO = 0.0375 Eh
SMILES = CCO[C@@H](C)C=O
HOMO energy = -9.6 eV

Atom charges from the natural (NBO) analysis, given in e for atoms 1 to 8: C -0.6628; C -0.0662; O -0.5188; C -0.0155; C -0.6172; C 0.4186; O -0.5530; H 0.2288

=====

Molecular formula: C3H4N2O
Method: DFT, the ωB97M-V functional and the def2-TZVPD basis

```
10
Properties=species:S:1:pos:R:3:forces:R:3
N 2.41733 -0.30025 0.23093 -0.3 0.0 0.0
C 1.20119 -0.02447 -0.00219 0.0 0.3 -0.3
O 0.56372 0.76359 -0.71302 0.2 -0.3 0.2
C -1.43333 0.66658 -0.57910 -0.1 -0.1 0.1
C -1.50384 -0.33850 0.33366 0.5 -0.3 0.3
N -0.87497 -1.10360 1.01648 -0.4 0.5 -0.5
H 2.51629 -1.04515 0.91338 0.0 0.0 0.0
H 0.33100 -0.75614 0.67797 0.0 -0.1 0.1
H -1.62281 0.44890 -1.62514 0.0 0.0 0.2
H -1.59458 1.68905 -0.25297 0.0 -0.2 0.0
```
Forces are in eV/Å.

Calculated values
LUMO (spin up / spin down) = -0.0363 / -0.0363 Eh
HOMO energy (spin up / spin down) = -9.3 / -9.3 eV

Atom charges from the natural (NBO) analysis, given in e for atoms 1 to 8: N -0.7052; C 0.5139; O -0.4912; C -0.2396; C 0.2455; N -0.3756; H 0.3578; H 0.1971

=====

Molecular formula: C3H13N2
Method: DFT, the ωB97M-V functional and the def2-TZVPD basis

```
18
Properties=species:S:1:pos:R:3:forces:R:3
C -2.69003 -1.10651 0.29221 -2.5 -0.8 0.6
N -1.29950 -0.82201 0.72506 -0.2 0.1 1.6
H -2.78111 -1.63428 -0.71232 0.5 1.1 1.1
H -3.12585 -1.88420 1.02916 0.4 1.3 -1.1
H -3.39846 -0.19677 0.33674 1.4 -1.3 -0.2
H -0.21952 0.15653 -0.04855 -0.1 0.2 -0.7
H -1.00299 -1.73590 1.04002 0.8 -0.4 -0.4
H -1.32852 -0.38467 1.68136 -0.4 0.0 -1.2
C 2.36702 -0.11603 -0.12352 1.9 -1.0 -1.7
C 1.70229 1.20929 -0.27806 -1.7 3.9 3.1
N 0.20667 0.96747 -0.66054 1.4 -1.7 0.0
H 2.41081 -0.48034 -1.17950 0.1 -0.4 0.7
H 3.49025 -0.06899 0.15462 -2.1 0.2 -0.1
H 1.82467 -0.89764 0.45549 0.4 0.9 -0.1
H 1.73008 1.91641 0.74082 -0.3 -2.1 -2.5
H 2.01516 1.94122 -1.04745 0.6 -1.0 0.3
H -0.50981 1.67440 -0.60444 0.4 1.0 0.1
H 0.26947 0.65555 -1.64136 -0.5 0.0 0.5
```
Forces are in eV/Å.

Calculated values
charge = +1
LUMO = -0.1144 Eh
HOMO energy = -14.6 eV

Atom charges from the natural (NBO) analysis, given in e for atoms 1 to 8: C -0.4463; N -0.8564; H 0.2231; H 0.2080; H 0.2199; H 0.4591; H 0.3867; H 0.3805

=====

Molecular formula: C5H4O3
Method: DFT, the ωB97M-V functional and the def2-TZVPD basis

```
12
Properties=species:S:1:pos:R:3:forces:R:3
C -0.57771 0.96999 -0.39978 1.9 0.6 0.1
C 0.46818 1.76412 -0.24428 0.1 -1.7 0.4
C 1.48526 -0.22695 0.14158 -4.3 -2.2 -0.2
C -1.00723 -1.42372 0.49241 0.3 0.5 -0.6
C -0.15275 -0.40060 -0.18146 1.9 0.3 1.4
O 2.19396 -1.13311 0.46468 0.4 1.4 -0.3
O 1.63673 1.09233 0.11063 1.9 0.5 0.3
O -0.71125 -1.43074 -0.87860 0.3 -0.7 -2.3
H -1.48480 1.32805 -0.72381 -2.1 0.4 -0.5
H 0.64648 2.79208 -0.28501 -0.1 1.3 -0.2
H -0.44970 -2.26842 0.91055 -0.9 0.4 0.9
H -2.04716 -1.06303 0.59309 0.6 -0.9 1.0
```
Forces are in eV/Å.

Calculated values
LUMO = 0.0288 Eh
SMILES = O=C1OC=C[C@]12CO2
HOMO energy = -9.7 eV

Atom charges from the natural (NBO) analysis, given in e for atoms 1 to 8: C -0.2964; C 0.1419; C 0.7963; C -0.1104; C 0.0730; O -0.5320; O -0.4814; O -0.4586

=====

Molecular formula: C12H17BN6O2Os
Method: DFT, the ωB97M-V functional and the def2-TZVPD basis

```
39
Properties=species:S:1:pos:R:3:forces:R:3
H 0.05042 -2.86646 -0.10777 0.0 0.1 0.1
N -0.54719 -1.09879 -1.12638 -0.2 -0.7 -1.1
B -1.63852 0.48921 -2.71504 -0.6 -0.7 1.7
N -1.67700 -0.79274 -1.85312 0.2 0.1 -0.1
C -2.55329 -1.80925 -1.80309 0.5 0.0 0.3
Os 1.02647 0.52110 -0.70721 -4.6 -6.2 7.7
H -3.49140 -1.73427 -2.33220 0.0 -0.1 0.1
C -1.99287 -2.81854 -1.03215 0.5 0.4 -0.2
H -2.42983 -3.76004 -0.77150 -0.1 -0.2 0.0
C -0.71627 -2.36040 -0.66690 -0.9 0.5 -0.4
H -2.52051 0.57046 -3.50755 0.2 0.1 0.0
C 2.34392 0.98802 0.62958 3.8 1.9 0.7
H 3.01128 0.18497 0.96002 -0.2 0.0 0.0
H 1.93879 1.53206 1.49351 -0.3 -0.3 -0.2
H 2.96530 1.71576 0.06508 0.2 -0.1 0.2
N -0.22781 0.32002 -3.36651 1.2 -1.2 -0.6
N -1.58859 1.65354 -1.69339 0.7 0.6 0.4
N 0.98012 0.70166 -2.57535 -0.2 0.6 -7.9
N -0.63787 1.66638 -0.66926 -2.0 1.5 -0.5
C 0.16726 -0.45294 -4.36982 -1.0 1.6 1.5
C -2.45068 2.65734 -1.47291 0.4 -0.5 -0.4
H -0.58121 -0.86669 -5.03421 0.1 0.0 -0.1
H -3.27488 2.79187 -2.16088 0.0 0.2 0.2
C 1.56366 -0.56244 -4.38849 1.6 0.0 0.4
C -2.06321 3.34459 -0.33842 0.2 0.5 0.8
C 2.07377 0.16087 -3.34673 -0.8 -0.7 -0.8
C -0.93379 2.70261 0.15885 -0.6 -0.2 -1.0
H 2.11989 -1.11727 -5.13195 0.1 0.0 0.2
H -2.53900 4.21430 0.08600 0.0 -0.1 0.0
H 3.07583 0.29405 -2.96805 0.1 0.2 -0.2
H -0.31517 2.90126 1.02605 -0.2 0.0 -0.1
H 0.77506 1.67715 -2.75246 1.0 1.5 -0.1
C 1.15984 -1.19611 3.17679 -0.5 -0.2 -0.1
C 1.09084 -1.28508 1.67338 1.6 -2.0 0.1
O 1.68637 -2.18388 1.06107 -1.1 2.2 0.5
O 0.38079 -0.32241 1.08166 0.9 1.1 -0.9
H 1.31376 -2.19783 3.57977 0.0 0.1 0.0
H 0.24857 -0.75672 3.58589 0.2 0.0 0.0
H 2.02187 -0.58122 3.46250 -0.1 0.0 -0.1
```
Forces are in eV/Å.

Calculated values
⟨S²⟩ = 6.016
charge = +2
LUMO (spin up / spin down) = -0.3267 / -0.3520 Eh
multiplicity = 5
HOMO energy (spin up / spin down) = -15.5 / -15.8 eV

Atom charges from the natural (NBO) analysis, given in e for atoms 1 to 8: H 0.2760; N -0.4066; B 0.5103; N -0.3436; C 0.0423; Os 1.6173; H 0.2529; C -0.3103

=====

Molecular formula: C4H9NO
Method: DFT, the ωB97M-V functional and the def2-TZVPD basis

```
15
Properties=species:S:1:pos:R:3:forces:R:3
C 0.77480 -1.07780 -1.50982 0.0 0.1 0.0
C 1.48587 -0.74594 -0.22779 0.1 0.2 0.0
O 2.09017 0.28859 -0.04228 -0.2 -0.5 0.0
C -1.21810 0.87923 0.55518 -0.2 -0.2 0.1
C -1.49186 -0.21166 1.27921 0.0 0.2 -0.1
N -0.25943 1.84613 0.88377 -0.1 0.0 -0.2
H 1.41413 -1.74525 -2.10103 -0.1 0.1 0.1
H -0.16295 -1.60031 -1.30134 0.1 0.1 0.0
H 0.58679 -0.16603 -2.08290 0.1 -0.2 0.1
H 1.44537 -1.52677 0.56175 0.1 0.2 -0.1
H 0.69532 1.50173 0.90770 -0.2 0.1 0.2
H -1.78382 1.06498 -0.36059 0.0 0.0 0.2
H -0.99284 -0.38599 2.23118 -0.1 0.0 -0.2
H -2.29046 -0.88502 0.97228 0.3 0.1 0.0
H -0.31335 2.65742 0.28680 0.1 -0.1 0.0
```
Forces are in eV/Å.

Calculated values
LUMO = 0.0376 Eh
SMILES = C=CN.CC=O
HOMO energy = -8.5 eV

Atom charges from the natural (NBO) analysis, given in e for atoms 1 to 8: C -0.7277; C 0.4575; O -0.5596; C 0.0039; C -0.5090; N -0.8405; H 0.2393; H 0.2356

=====

Molecular formula: C34H43NO3PPtSTe
Method: DFT, the ωB97M-V functional and the def2-TZVPD basis

```
85
Properties=species:S:1:pos:R:3:forces:R:3
Pt 0.15226 -0.73347 -0.32476 -0.7 0.4 -0.7
S 1.30838 -4.08457 -3.48166 -0.2 0.1 0.3
C -0.41528 -4.10372 -3.68242 0.3 0.2 0.2
C -1.15383 -4.84635 -4.58686 -0.2 -0.1 -0.2
C -2.53504 -4.73418 -4.56289 0.2 -0.1 0.0
C -3.14451 -3.89110 -3.63690 0.0 0.1 0.0
C -2.40160 -3.12875 -2.75365 0.0 0.2 0.1
C -1.00787 -3.22048 -2.75949 -0.4 -0.5 -0.5
N -0.12346 -2.56684 -1.92968 1.1 0.6 0.2
C 1.11958 -2.92981 -2.14990 -0.8 -0.5 -0.5
C 2.24725 -2.41823 -1.44785 0.9 0.4 0.5
C 3.53692 -2.88859 -1.76742 -0.3 0.0 -0.1
C 4.65554 -2.32416 -1.20979 0.2 -0.2 -0.1
C 4.50233 -1.29045 -0.28726 -0.4 0.0 0.0
C 3.23610 -0.87950 0.09104 0.6 0.0 0.1
C 2.06753 -1.39446 -0.47200 -0.8 -0.3 0.0
H -0.65776 -5.49403 -5.29863 0.0 0.0 0.0
H -3.13516 -5.29917 -5.26427 0.0 0.0 0.0
H -4.22509 -3.82617 -3.60131 0.0 0.0 0.0
H -2.89545 -2.46161 -2.06311 0.0 0.0 0.0
H 3.63426 -3.70632 -2.47367 0.1 0.0 0.0
H 5.63879 -2.68638 -1.48523 0.0 0.0 0.0
H 5.37141 -0.79948 0.13419 0.0 0.0 0.1
H 3.18460 -0.11246 0.84029 -0.1 0.1 -0.1
C -2.20251 -0.06735 -4.69288 0.0 0.1 0.3
C -1.48619 0.28248 -3.40230 0.1 0.1 -0.2
O -2.44606 0.31862 -2.33335 0.2 -0.3 0.0
P -2.03245 0.01477 -0.79870 0.0 0.3 0.7
O -3.28324 -0.98758 -0.51566 0.3 -0.1 -0.2
C -3.42830 -1.80520 0.66462 0.1 0.0 0.3
C -2.71180 -3.14220 0.57768 -0.1 0.1 -0.2
O -2.50972 1.39627 -0.10289 0.2 -0.5 0.0
C -3.59687 2.20309 -0.55630 -0.1 0.1 -0.1
C -4.95941 1.53380 -0.45133 0.2 -0.1 0.0
H -1.47114 -0.21641 -5.48847 0.0 0.0 0.0
H -2.89302 0.72620 -4.98266 0.0 0.0 0.0
H -2.76349 -0.98963 -4.55797 0.0 -0.1 -0.1
H -1.00756 1.26236 -3.47766 0.0 0.0 0.1
H -0.71229 -0.45187 -3.18328 0.0 0.0 0.1
H -4.50576 -1.95488 0.77049 0.0 0.1 0.0
H -3.05843 -1.26414 1.53178 0.0 0.1 -0.1
H -3.18617 -3.81413 -0.14060 0.0 0.0 0.1
H -2.70607 -3.61080 1.56280 -0.1 0.0 0.0
H -1.67641 -2.98228 0.28547 0.1 0.0 0.0
H -3.41452 2.51089 -1.58866 0.1 0.0 0.0
H -3.55967 3.09456 0.07209 0.0 0.0 0.0
H -5.01533 0.69884 -1.14551 -0.1 0.0 0.0
H -5.74546 2.25252 -0.69062 0.0 0.0 0.0
H -5.12044 1.15688 0.55950 0.0 0.0 0.0
C 6.62056 3.64468 2.59959 -0.1 -0.1 0.0
C 5.30784 3.26178 1.96749 0.0 0.0 0.1
C 4.86865 3.82288 0.78167 0.0 0.0 0.0
C 3.65154 3.46055 0.20626 -0.1 0.0 -0.1
C 3.25524 4.11461 -1.09041 0.1 0.0 0.0
C 2.81854 2.52136 0.83413 -0.1 -0.3 -0.3
Te 0.91492 2.05473 -0.09572 0.0 0.1 -0.1
C 3.24460 1.97264 2.05799 0.1 0.1 -0.1
C 2.39880 1.03256 2.85536 -0.1 -0.1 0.1
C 4.48170 2.33258 2.58391 0.0 0.1 0.0
H 7.12670 4.42411 2.02976 0.0 0.0 0.0
H 7.28439 2.77963 2.66365 0.0 0.0 0.0
H 6.46047 4.01182 3.61544 0.1 0.0 0.0
H 5.48148 4.57085 0.28700 0.0 0.0 0.0
H 3.99883 4.85453 -1.39472 0.0 0.0 0.0
H 2.28781 4.60622 -0.98871 0.0 0.0 -0.1
H 3.15421 3.36862 -1.88007 -0.1 0.0 0.0
H 1.93596 0.26257 2.24759 -0.2 -0.1 0.0
H 1.57971 1.58354 3.31652 -0.1 0.0 0.1
H 2.98385 0.54916 3.64070 0.0 0.0 0.0
H 4.80486 1.87963 3.51708 0.0 0.0 0.0
C -1.59236 2.22565 3.37228 -0.1 0.0 0.1
C -1.76847 0.71932 3.62625 0.0 0.1 -0.2
C -1.19057 0.34709 4.99819 0.0 0.0 0.0
C -3.26964 0.39348 3.60293 0.1 0.0 0.1
C -1.08770 -0.01904 2.54212 0.1 -0.4 0.3
C -0.51862 -0.62523 1.65010 0.0 0.1 0.2
H -2.07837 2.80469 4.16584 0.0 0.0 0.0
H -2.02761 2.48933 2.40838 0.0 0.0 0.0
H -0.53746 2.49508 3.33098 0.0 0.0 0.0
H -1.81452 0.76348 5.79483 0.0 0.0 0.0
H -0.18154 0.74302 5.11106 0.1 0.0 0.0
H -1.14589 -0.73656 5.11509 0.0 0.0 0.0
H -3.79399 0.94949 4.38598 0.0 0.0 0.0
H -3.43085 -0.67452 3.76368 0.0 0.0 0.0
H -3.69066 0.67113 2.63546 0.0 0.0 0.0
```
Forces are in eV/Å.

Calculated values
charge = -1
LUMO (spin up / spin down) = 0.0847 / 0.0847 Eh
HOMO energy (spin up / spin down) = -3.0 / -3.0 eV

Atom charges from the Löwdin analysis, given in e for atoms 1 to 8: Pt 0.6799; S 1.0920; C -0.4724; C -0.1064; C -0.1020; C -0.0891; C -0.0306; C -0.2943

=====

Number 1: E -48630.466 eV. Number 2: E -9440.822 eV. Number 3: E -8199.280 eV. Number 4: E -6294.803 eV. Number 5: E -11389.534 eV. Number 6: E -28877.828 eV. Number 7: E -7830.417 eV. Number 8: E -74254.614 eV.